[1]
Computed, not measured: C12H28As3AuNS as an isolated structure, with the ωB97M-V functional and the def2-TZVPD basis.

Each line ends with the Löwdin charge.
Atoms and positions in Å:
Au (-1.30, -0.05, 2.83)  0.50
C (-3.08, -1.26, -1.05)  -0.30
As (-2.26, -0.46, 0.56)  0.97
C (-3.93, 0.40, 1.14)  -0.37
C (-1.52, 1.19, -0.31)  -0.35
C (-0.07, 1.12, -0.92)  -0.67
C (0.08, 2.40, -1.80)  -0.10
C (1.03, 1.22, 0.20)  -0.31
As (0.88, 0.08, 1.82)  1.04
C (2.51, 0.76, 2.69)  -0.29
C (1.72, -1.60, 1.21)  -0.29
C (0.07, -0.13, -1.83)  -0.39
As (1.65, -0.15, -3.07)  1.13
C (1.09, -1.79, -4.01)  -0.35
C (2.96, -1.10, -1.95)  -0.36
H (-3.64, -0.50, -1.63)  0.05
H (-3.79, -2.06, -0.74)  0.04
H (-2.30, -1.72, -1.70)  0.01
H (-4.39, 0.97, 0.31)  0.04
H (-3.70, 1.10, 1.98)  -0.02
H (-4.64, -0.37, 1.50)  0.04
H (-1.56, 2.02, 0.42)  0.08
H (-2.25, 1.43, -1.11)  0.08
H (-0.08, 3.32, -1.19)  0.09
H (-0.66, 2.39, -2.63)  0.10
H (1.10, 2.47, -2.23)  0.05
H (0.95, 2.24, 0.64)  0.08
H (2.04, 1.15, -0.24)  0.08
H (3.37, 0.72, 1.98)  0.05
H (2.74, 0.14, 3.58)  0.03
H (2.35, 1.81, 3.00)  0.04
H (2.72, -1.40, 0.79)  0.03
H (1.07, -2.11, 0.48)  0.02
H (1.84, -2.27, 2.09)  0.04
H (-0.80, -0.11, -2.53)  0.07
H (0.02, -1.07, -1.26)  0.05
H (0.20, -1.57, -4.63)  0.03
H (0.83, -2.59, -3.28)  0.03
H (1.91, -2.14, -4.66)  0.03
H (3.37, -0.42, -1.17)  0.00
H (3.81, -1.42, -2.59)  0.03
H (2.51, -2.00, -1.50)  0.02
S (0.59, 0.74, 7.19)  0.79
C (-0.10, 0.45, 5.60)  -0.61
N (-0.55, 0.26, 4.55)  -0.16
H (-2.78, -0.14, 3.48)  -0.05

Results
E_LUMO (spin up / spin down): -2.78 / -7.14 eV
HOMO-LUMO gap (spin up / spin down): 6.9 / 4.0 eV
E_HOMO (spin up / spin down): -0.3570 / -0.4098 hartree
Charge: +1
<S²>: 2.024
2S+1: 3

[2]
Computed, not measured: C12H28B6F24Li4O4 as an isolated structure, with the ωB97M-V functional and the def2-TZVPD basis.

Each line ends with the Löwdin charge.
Atoms and positions in Å:
Li (0.07, 2.26, 0.40)  0.70
Li (-3.75, 0.84, 1.75)  0.85
Li (-1.01, -3.50, 1.41)  0.75
Li (-2.03, -2.06, -1.40)  0.74
B (-0.77, -4.14, -1.85)  -1.43
F (-0.72, -2.95, -2.55)  0.10
F (-1.52, -5.06, -2.53)  0.17
F (0.53, -4.48, -1.64)  0.17
F (-1.38, -3.89, -0.66)  0.12
B (-1.04, -0.32, 0.27)  -1.37
F (-0.10, 0.50, 0.84)  0.13
F (-0.80, -0.30, -1.07)  0.17
F (-0.89, -1.64, 0.72)  0.10
F (-2.37, 0.04, 0.40)  0.12
B (-1.96, 3.48, 1.52)  -1.42
F (-1.35, 3.63, 0.23)  0.06
F (-2.46, 4.64, 2.01)  0.19
F (-2.94, 2.58, 1.40)  0.15
F (-1.00, 2.99, 2.33)  0.19
B (2.85, 3.09, 1.74)  -1.43
F (4.00, 3.07, 1.02)  0.15
F (1.73, 2.69, 1.07)  0.12
F (2.99, 2.32, 2.88)  0.12
F (2.77, 4.39, 2.18)  0.15
B (-3.48, -2.37, 1.98)  -1.37
F (-3.12, -2.38, 0.69)  0.15
F (-4.63, -3.11, 2.26)  0.14
F (-2.47, -3.10, 2.62)  0.09
F (-3.49, -1.11, 2.50)  0.15
B (0.92, -4.71, 2.85)  -1.31
F (0.86, -3.71, 1.82)  0.03
F (1.01, -5.92, 2.18)  0.11
F (2.13, -4.67, 3.54)  0.11
F (-0.16, -4.74, 3.69)  0.15
C (2.16, 4.07, -3.21)  -0.16
C (1.33, 3.07, -3.98)  -0.17
C (0.28, 2.58, -3.04)  -0.21
O (0.73, 2.99, -1.75)  -0.19
C (1.59, 4.15, -1.85)  -0.15
H (2.27, 5.05, -3.68)  0.12
H (3.17, 3.65, -3.18)  0.11
H (1.88, 2.15, -4.21)  0.10
H (0.88, 3.46, -4.88)  0.11
H (0.12, 1.50, -3.15)  0.11
H (-0.66, 3.02, -3.36)  0.12
H (2.29, 4.04, -1.02)  0.12
H (0.82, 4.91, -1.73)  0.14
C (3.73, 0.60, -1.42)  -0.12
C (2.41, -0.09, -1.36)  -0.12
C (2.67, -1.44, -0.69)  -0.03
O (4.09, -1.54, -0.58)  0.16
C (4.60, -0.17, -0.39)  -0.03
H (3.73, 1.69, -1.32)  0.12
H (4.21, 0.40, -2.38)  0.12
H (1.94, -0.12, -2.35)  0.13
H (1.77, 0.46, -0.67)  0.10
H (2.29, -2.36, -1.13)  0.16
H (2.27, -1.37, 0.33)  0.19
H (5.68, -0.07, -0.53)  0.14
H (4.43, 0.16, 0.64)  0.16
C (1.74, -0.70, 4.59)  -0.07
C (0.46, -0.10, 3.93)  -0.28
O (-0.17, 0.81, 4.84)  -0.09
H (2.11, -1.42, 3.86)  0.06
H (1.46, -1.37, 5.40)  0.07
H (2.38, 0.09, 4.98)  0.07
H (-0.20, -0.96, 3.79)  0.11
H (0.65, 0.44, 3.00)  0.09
H (0.49, 1.49, 4.98)  0.07
C (-5.92, -1.58, -2.62)  -0.09
C (-4.68, -0.84, -2.26)  -0.30
O (-3.47, -1.41, -2.77)  -0.09
H (-5.97, -2.64, -2.37)  0.09
H (-6.16, -1.56, -3.68)  0.08
H (-6.77, -1.20, -2.05)  0.08
H (-4.63, -0.80, -1.18)  0.11
H (-4.78, 0.23, -2.47)  0.12
H (-3.61, -1.65, -3.69)  0.10

Results
E_LUMO (spin up / spin down): 1.31 / -4.09 eV
HOMO-LUMO gap (spin up / spin down): 8.6 / 3.2 eV
E_HOMO (spin up / spin down): -0.2666 / -0.2665 hartree
Charge: -1
<S²>: 0.754
2S+1: 2

[3]
Computed, not measured: a 5-piece molecular cluster, C12H28BrN4O4 overall, with the ωB97M-V functional and the def2-TZVPD basis.

Each line ends with the Löwdin charge.
Atoms and positions in Å:
Br (0.04, -0.80, 0.61)  0.08
C (-1.41, -1.28, -3.02)  0.00
C (-1.79, -0.59, -4.29)  -0.49
O (-1.69, -1.07, -5.49)  -0.06
N (-2.34, 0.64, -4.16)  -0.01
C (-2.62, 1.66, -5.19)  -0.08
H (-0.88, -2.05, -3.14)  -0.01
H (-2.38, -1.38, -2.44)  0.12
H (-0.63, -0.74, -2.30)  0.08
H (-2.22, 1.01, -3.14)  0.11
H (-1.68, 2.31, -5.56)  0.12
H (-3.50, 2.13, -5.05)  0.02
H (-2.60, 1.09, -6.23)  0.11
C (0.01, -3.21, 3.33)  -0.04
C (0.27, -2.04, 4.19)  -0.57
O (0.65, -2.38, 5.37)  -0.06
N (0.09, -0.81, 3.85)  -0.03
C (0.38, 0.38, 4.52)  -0.08
H (0.63, -3.20, 2.46)  0.04
H (-1.05, -3.26, 3.07)  0.09
H (0.24, -4.17, 3.75)  0.07
H (0.03, -0.58, 2.77)  -0.03
H (1.51, 0.78, 4.25)  0.14
H (0.26, 0.26, 5.56)  0.07
H (-0.24, 1.06, 4.22)  0.01
C (3.09, 1.40, 1.54)  -0.02
C (3.94, 0.23, 1.58)  -0.59
O (5.16, 0.41, 1.74)  -0.01
N (3.43, -0.95, 1.18)  -0.01
C (4.24, -2.14, 1.08)  -0.13
H (2.47, 1.32, 2.41)  0.04
H (2.12, 1.17, 0.89)  0.07
H (3.69, 2.26, 1.47)  0.07
H (2.44, -1.14, 0.88)  0.00
H (5.48, -2.18, 1.23)  0.14
H (4.09, -2.87, 0.27)  0.06
H (3.88, -2.81, 1.92)  0.07
C (-3.50, 1.12, -0.35)  0.03
C (-2.74, 1.99, -1.29)  -0.62
O (-3.18, 2.90, -1.89)  0.07
N (-1.40, 1.67, -1.40)  -0.08
C (-0.36, 2.54, -2.02)  -0.04
H (-3.07, 0.22, -0.45)  0.02
H (-4.45, 1.15, -0.45)  0.02
H (-3.20, 1.33, 0.69)  0.12
H (-1.03, 0.82, -0.75)  -0.01
H (0.65, 1.91, -1.60)  0.15
H (-0.54, 3.47, -1.57)  0.05
H (-0.30, 2.40, -3.04)  0.03

Results
ΔE to the lowest compared entry with this formula, charge and spin: 232.1 kJ/mol
E_LUMO: 2.78 eV
HOMO-LUMO gap: 9.1 eV
E_HOMO: -0.2312 hartree
Charge: -1

[4]
Computed, not measured: a 2-piece molecular cluster, C12H28FIN2O4S overall, with the ωB97M-V functional and the def2-TZVPD basis.

Each line ends with the Löwdin charge.
Atoms and positions in Å:
C (6.55, -2.14, 0.93)  -0.20
C (4.95, -1.62, 0.91)  -0.74
I (3.85, -3.12, -0.25)  0.77
C (4.96, -0.11, 0.28)  -0.30
N (3.56, 0.52, 0.17)  -0.22
C (3.30, 1.07, 1.56)  -0.23
C (1.75, 1.50, 1.86)  -0.19
C (0.74, 0.26, 2.23)  -0.23
C (0.92, -1.07, 1.30)  -0.22
C (-0.53, -1.90, 1.40)  -0.27
N (-1.41, -1.71, 0.18)  -0.05
S (3.82, 1.84, -0.99)  0.91
O (5.25, 2.48, -0.75)  -0.36
O (3.84, 1.25, -2.46)  -0.34
F (2.70, 3.13, -0.83)  -0.23
H (7.18, -1.17, 1.22)  0.09
H (6.72, -3.02, 1.68)  0.09
H (6.85, -2.39, -0.19)  0.08
H (4.62, -1.59, 2.04)  0.09
H (5.40, -0.19, -0.82)  0.14
H (5.69, 0.55, 0.95)  0.14
H (3.66, 0.33, 2.42)  0.14
H (3.99, 2.04, 1.66)  0.14
H (1.79, 2.20, 2.83)  0.13
H (1.24, 2.13, 1.02)  0.11
H (0.75, -0.04, 3.38)  0.12
H (-0.36, 0.67, 2.04)  0.12
H (1.78, -1.78, 1.71)  0.07
H (1.14, -0.78, 0.17)  0.10
H (-0.37, -3.04, 1.61)  0.11
H (-1.11, -1.43, 2.32)  0.11
H (-1.86, -0.77, 0.20)  0.06
H (-0.79, -1.76, -0.65)  0.07
C (-7.49, 0.23, -1.25)  -0.11
O (-6.96, 0.57, -2.53)  -0.20
C (-6.18, 1.77, -2.50)  -0.19
C (-4.68, 1.45, -2.45)  -0.20
O (-4.32, 0.81, -1.22)  -0.20
C (-4.20, -0.61, -1.38)  -0.12
H (-7.80, -0.81, -1.27)  0.09
H (-6.74, 0.36, -0.45)  0.08
H (-8.35, 0.86, -1.03)  0.08
H (-6.48, 2.41, -1.66)  0.12
H (-6.39, 2.31, -3.43)  0.12
H (-4.12, 2.40, -2.48)  0.12
H (-4.37, 0.85, -3.31)  0.13
H (-3.24, -0.85, -1.84)  0.08
H (-5.01, -1.03, -1.97)  0.09
H (-4.23, -1.06, -0.38)  0.09

Results
SMILES: C[C@H](I)CN(CCCCCN)S(=O)(=O)F.COCCOC
E_LUMO: -1.11 eV
HOMO-LUMO gap: 8.1 eV
E_HOMO: -0.3383 hartree

[5]
Computed, not measured: a 5-piece molecular cluster, C12H28N4O9S overall, with the ωB97M-V functional and the def2-TZVPD basis.

Each line ends with the Löwdin charge.
Atoms and positions in Å:
C (18.08, -10.68, -0.93)  0.06
N (19.25, -11.56, -1.22)  -0.45
O (20.23, -11.49, -0.52)  0.08
O (19.15, -12.28, -2.20)  0.03
H (18.01, -10.00, -1.77)  0.10
H (18.26, -10.18, 0.02)  0.10
H (17.20, -11.31, -0.85)  0.07
O (19.85, -12.64, 5.03)  -0.19
S (19.14, -12.59, 3.83)  0.56
O (19.50, -11.70, 2.81)  -0.19
O (18.97, -14.05, 3.24)  -0.17
C (17.68, -14.12, 2.60)  -0.15
C (16.75, -13.30, 3.52)  -0.17
O (17.58, -12.34, 4.15)  -0.20
H (17.77, -13.65, 1.62)  0.13
H (17.37, -15.15, 2.48)  0.13
H (16.28, -13.98, 4.22)  0.13
H (16.00, -12.81, 2.91)  0.10
C (15.90, -9.60, 5.52)  -0.06
N (17.28, -9.91, 5.80)  -0.20
C (17.52, -10.81, 6.93)  -0.06
C (18.29, -9.16, 5.30)  -0.34
O (18.17, -8.35, 4.40)  0.02
H (15.39, -9.11, 6.34)  0.09
H (15.38, -10.52, 5.21)  0.08
H (15.85, -8.97, 4.63)  0.09
H (16.83, -11.65, 6.87)  0.08
H (18.54, -11.17, 6.88)  0.08
H (17.38, -10.29, 7.88)  0.09
H (19.27, -9.28, 5.80)  0.14
C (16.73, -14.45, -3.69)  -0.06
N (15.43, -13.83, -3.81)  -0.20
C (14.70, -13.58, -2.58)  -0.06
C (14.87, -13.57, -5.01)  -0.34
O (13.80, -13.01, -5.17)  0.02
H (16.67, -15.44, -3.24)  0.09
H (17.40, -13.80, -3.12)  0.07
H (17.16, -14.57, -4.69)  0.09
H (15.42, -13.24, -1.83)  0.07
H (13.92, -12.85, -2.76)  0.09
H (14.20, -14.49, -2.23)  0.09
H (15.53, -13.86, -5.84)  0.13
C (13.19, -12.46, 3.10)  -0.05
N (13.76, -12.29, 1.78)  -0.20
C (14.07, -13.47, 1.03)  -0.04
C (14.18, -11.09, 1.31)  -0.34
O (14.77, -10.95, 0.26)  0.02
H (12.20, -12.91, 3.00)  0.09
H (13.13, -11.52, 3.64)  0.09
H (13.82, -13.12, 3.71)  0.08
H (14.06, -13.31, -0.04)  0.06
H (15.00, -13.97, 1.34)  0.08
H (13.34, -14.24, 1.30)  0.10
H (13.93, -10.24, 1.96)  0.14

Results
ΔE to the lowest compared entry with this formula, charge and spin: 0.0 kJ/mol
SMILES: C[N+](=O)[O-].O=S1(=O)OCCO1.CN(C)C=O.CN(C)C=O.CN(C)C=O
E_LUMO: 0.07 eV
HOMO-LUMO gap: 9.3 eV
E_HOMO: -0.3402 hartree

[6]
Computed, not measured: a 2-piece molecular cluster, C12H29N2O3 overall, with the ωB97M-V functional and the def2-TZVPD basis.

Each line ends with the Löwdin charge.
Atoms and positions in Å:
C (0.36, -0.45, 1.50)  -0.12
N (-0.07, -1.45, 2.48)  -0.09
C (1.00, -2.20, 3.11)  -0.19
C (1.58, -3.28, 2.23)  -0.25
C (0.65, -4.32, 1.65)  -0.13
C (1.57, -5.04, 0.66)  -0.15
C (2.22, -3.88, -0.07)  -0.08
N (2.28, -2.76, 0.97)  0.11
H (-0.33, 0.39, 1.50)  0.09
H (0.33, -0.84, 0.47)  0.07
H (1.36, -0.04, 1.71)  0.09
H (-0.61, -0.99, 3.19)  0.12
H (1.80, -1.57, 3.52)  0.13
H (0.57, -2.75, 3.95)  0.14
H (2.38, -3.80, 2.77)  0.16
H (0.23, -4.96, 2.43)  0.14
H (-0.18, -3.85, 1.12)  0.13
H (2.30, -5.64, 1.21)  0.12
H (1.06, -5.70, -0.04)  0.13
H (1.57, -3.51, -0.86)  0.14
H (3.21, -4.04, -0.47)  0.13
H (1.79, -1.93, 0.62)  0.12
H (3.23, -2.46, 1.19)  0.18
C (-3.59, 0.64, -0.42)  -0.11
O (-3.00, 1.76, -1.03)  -0.19
C (-2.90, 2.89, -0.18)  -0.20
C (-1.71, 3.75, -0.55)  -0.17
O (-0.46, 3.14, -0.24)  -0.13
C (0.08, 2.26, -1.21)  -0.20
C (0.74, 2.94, -2.40)  -0.21
O (-0.23, 3.47, -3.27)  -0.19
C (0.22, 4.59, -4.01)  -0.10
H (-4.66, 0.80, -0.22)  0.09
H (-3.49, -0.19, -1.10)  0.09
H (-3.10, 0.40, 0.53)  0.08
H (-2.82, 2.58, 0.87)  0.12
H (-3.80, 3.51, -0.27)  0.13
H (-1.76, 4.65, 0.07)  0.13
H (-1.76, 4.04, -1.60)  0.12
H (-0.67, 1.55, -1.56)  0.12
H (0.87, 1.72, -0.68)  0.11
H (1.35, 2.18, -2.91)  0.13
H (1.41, 3.72, -2.04)  0.13
H (0.65, 5.35, -3.35)  0.09
H (-0.65, 5.00, -4.52)  0.09
H (0.97, 4.31, -4.75)  0.09

Results
ΔE to the lowest compared entry with this formula, charge and spin: 0.0 kJ/mol
E_LUMO: -2.97 eV
HOMO-LUMO gap: 8.3 eV
E_HOMO: -0.4134 hartree
Charge: +1

Record order is preserved below.
DFT total energy: -7769.5645, -3352.6990, -3568.0162, -1679.9576, -1768.2773, -809.5511 Eh
Record order is preserved below.
Maximum force: 5.32, 4.79, 8.26, 8.49, 1.55, 0.28 eV/A